Computed, not measured: a molecular structure, C25H37O2Tl in a non-equilibrium geometry, with ωB97M-V/def2-TZVPD.

```
65
Properties=species:S:1:pos:R:3:forces:R:3
C -2.350 1.721 0.008 0.11 -0.25 -0.02
H 1.248 1.383 -9.828 -0.37 -0.02 -0.19
H -0.577 1.344 -9.571 0.31 0.03 -0.22
C -2.336 0.697 -0.984 0.21 -0.18 0.59
C -1.981 -0.291 1.063 -0.12 0.17 -0.16
H -1.041 -1.197 -3.115 0.16 0.36 -0.30
O 0.802 0.650 -7.067 -0.16 0.11 -1.83
C -0.679 -0.939 -8.209 0.07 -0.14 0.06
H 2.118 -2.731 1.801 -0.27 0.38 -0.40
C 0.774 -2.133 -0.934 -0.46 -0.90 1.38
C 0.579 -0.091 -8.305 0.04 -0.10 -0.54
C 1.581 -1.903 1.287 -0.67 0.77 -0.88
H 0.072 2.028 3.988 0.08 -0.05 0.19
H -1.661 0.087 -5.543 0.06 0.16 0.21
H 1.575 1.875 -3.483 -0.49 -0.24 0.05
C 0.417 1.213 -9.141 0.16 -0.56 0.69
H -1.725 0.201 5.750 0.24 -0.02 -0.16
H -0.036 1.969 -2.636 0.48 -0.44 0.03
H 1.895 -0.717 5.803 -0.16 -0.07 0.10
H 3.403 -0.703 0.587 -0.10 -0.07 -0.15
C -2.121 -0.547 -0.324 0.12 0.70 0.14
H 0.210 -2.457 -1.805 0.01 0.27 0.30
H -0.596 2.544 -5.030 -0.06 -0.09 0.43
C 0.547 1.462 4.800 0.09 0.44 -0.06
C 2.023 -1.402 -0.997 0.89 -0.04 1.49
H -2.543 0.816 -2.045 0.09 0.06 0.35
C 0.173 -0.014 4.687 -0.17 0.28 -0.18
H 0.221 1.884 5.760 0.02 -0.14 -0.19
C 0.607 1.902 -7.798 0.19 0.18 0.45
H -1.615 -1.236 4.721 -0.02 0.17 -0.06
C -0.224 1.562 -4.727 1.05 -0.52 -0.51
C -1.265 0.450 -4.588 0.06 0.45 0.41
H 1.720 -1.289 -9.670 0.09 -0.01 0.19
H -1.846 0.369 3.985 0.01 -0.17 0.14
H -0.007 -1.340 -4.578 -0.26 0.20 0.18
H 2.488 -1.119 -1.934 -0.02 0.19 0.27
Tl 0.768 1.236 0.147 -1.54 -0.09 0.09
H -1.547 -0.337 -7.894 0.36 -0.18 -0.11
H 0.541 -1.873 5.720 0.11 0.16 0.09
C 0.653 -0.509 3.370 0.28 -0.83 -0.91
C 0.552 1.457 -3.431 -0.51 0.07 0.52
H -2.523 2.780 -0.181 -0.06 -0.31 0.11
H 0.512 1.218 -5.462 -0.64 0.44 0.39
H 1.510 2.512 -7.714 -0.22 0.16 0.04
C 1.821 -0.883 -8.656 -0.10 -0.24 0.02
H -1.766 -1.023 1.844 -0.25 0.21 -0.31
H -2.075 0.836 -3.954 0.02 -0.39 -0.30
C -0.459 -0.629 -3.863 0.33 -0.36 0.14
C 0.473 -2.404 0.371 0.27 -0.32 -1.01
C -2.171 1.102 1.282 0.48 0.00 -0.31
H -0.906 -1.387 -9.188 0.06 0.08 0.27
C 0.803 -0.813 5.823 0.38 -0.26 -0.01
H 1.945 -1.709 -7.944 0.07 0.11 -0.17
H -0.517 -1.747 -7.478 -0.16 0.22 -0.21
H 1.632 1.595 4.716 -0.15 -0.01 0.04
C -1.344 -0.176 4.791 -0.41 -0.03 -0.27
H -2.124 -1.524 -0.798 0.10 0.18 0.08
H -0.425 -2.881 0.768 0.36 0.11 -0.25
H 2.711 -0.243 -8.611 -0.23 -0.12 -0.03
C 1.005 -1.010 2.315 0.24 0.19 1.94
H -0.281 2.447 -7.466 0.22 -0.02 0.23
H -2.249 1.583 2.263 0.16 -0.07 -0.51
C 2.483 -1.192 0.283 0.07 -0.59 -1.03
O 0.655 0.022 -3.196 -0.55 1.03 -0.13
H 0.425 -0.451 6.788 0.10 -0.05 -0.23
```
Forces are in eV/Å.

Energy above the lowest of the compared OMol25 structures with the same formula, charge and spin (kcal per mole): 0.0
Max |F| (hartree/bohr): 0.038
LUMO energy (eV): 0.116
HOMO (eV): -6.514


Computed, not measured: a gas-phase ion, C3H6NO2 (charge +1) in a non-equilibrium geometry, with ωB97M-V/def2-TZVPD.

```
12
Properties=species:S:1:pos:R:3:forces:R:3
C -1.364 -0.667 -0.036 1.60 -2.28 0.36
O -2.649 -0.305 -0.004 1.81 -0.77 -0.04
C 1.125 -0.781 -0.026 -3.04 4.56 -0.73
H -1.108 -1.756 0.177 -1.38 1.25 -0.46
N -0.083 1.399 -0.007 -2.15 -0.73 -1.12
H 0.808 1.702 0.241 1.21 1.37 0.59
H -2.872 0.465 -0.535 0.12 0.54 -0.06
H 3.039 -0.670 0.163 0.03 -0.33 -0.15
H -0.955 1.830 0.341 1.42 0.04 -0.13
C -0.157 0.037 -0.131 1.55 -1.42 1.24
H 1.207 -1.779 0.122 -0.61 -3.25 0.31
O 2.258 -0.163 -0.099 -0.55 1.03 0.19
```
Forces are in eV/Å.

Energy above the lowest of the compared OMol25 structures with the same formula, charge and spin (kcal per mole): 40.5
Max |F| (hartree/bohr): 0.108
LUMO energy (spin up / spin down) (eV): -5.864 / -5.863
HOMO (spin up / spin down) (eV): -13.291 / -13.292
Total charge: +1


Computed, not measured: C5H9FS in the gas phase in a non-equilibrium geometry, with ωB97M-V/def2-TZVPD.

```
16
Properties=species:S:1:pos:R:3:forces:R:3
S -0.532 -1.441 -1.869 0.21 0.83 -0.04
H -0.670 1.207 2.416 0.25 -0.03 1.47
H -0.736 -0.472 -2.795 0.02 -0.50 0.17
H -2.086 1.336 1.288 0.96 -0.42 0.40
H 1.111 -1.709 0.477 -0.28 1.01 0.81
C -0.986 1.134 1.417 -1.08 -0.98 -2.38
H -0.078 0.819 -0.871 0.84 -0.81 -0.68
C 2.085 0.312 0.934 0.90 -1.70 -1.16
H 1.908 1.367 1.149 -0.43 -0.30 -0.05
H 2.843 0.256 0.072 -1.27 0.20 0.91
F -0.359 2.165 0.728 0.24 0.39 -0.11
H -1.296 -1.067 1.193 1.07 1.26 -1.02
C 0.859 -0.625 0.598 0.76 1.09 -1.60
H 2.668 -0.144 1.743 -0.33 0.26 0.23
C -0.608 -0.240 0.778 -0.56 -1.20 1.81
C -0.004 -0.251 -0.614 -1.29 0.91 1.25
```
Forces are in eV/Å.

Energy above the lowest of the compared OMol25 structures with the same formula, charge and spin (kcal per mole): 44.0
Max |F| (hartree/bohr): 0.054
LUMO energy (eV): 0.963
HOMO (eV): -8.688
Structure (SMILES): C[C@@H]1[C@@H](S)[C@@H]1CF


Computed, not measured: 8 unconnected molecules or ions with the total composition C36H80ClN3O12PS8 in a non-equilibrium geometry, with ωB97M-V/def2-TZVPD.

```
141
Properties=species:S:1:pos:R:3:forces:R:3
C 0.111 -4.710 7.611 -0.12 0.09 0.03
H -0.147 -3.643 0.868 0.14 1.19 -0.41
H 2.335 -9.902 3.382 0.02 0.21 -0.07
C 4.861 -2.174 2.576 1.49 0.32 0.35
H 4.586 1.746 -3.665 -1.88 -0.09 -0.48
C 1.182 4.118 -1.389 -3.55 -2.11 -0.15
O -0.134 -2.127 -5.285 3.44 0.41 1.60
H -3.915 3.331 4.555 -0.11 -0.01 -0.04
C 2.184 -1.771 1.927 0.90 0.42 3.92
H 4.316 -7.371 1.284 -0.07 -0.01 0.09
H -2.633 0.102 -1.632 0.13 1.82 1.33
H 5.418 5.177 1.447 -0.06 -0.08 0.09
O -0.080 -4.939 -1.366 -1.27 2.37 -2.00
C 2.688 -9.302 2.540 0.08 -0.08 0.03
C 5.843 4.581 2.259 -0.01 -0.05 -0.15
H -0.244 -0.399 -1.935 1.29 -2.18 1.07
H 2.309 2.593 0.097 -2.10 0.44 -1.05
C 1.491 -1.580 -2.697 0.53 1.42 0.21
H 3.442 -5.841 1.554 -0.02 -0.21 0.07
H -7.590 3.568 5.790 0.15 -0.18 -0.10
H -1.030 0.204 1.016 2.51 -0.25 -1.24
H -3.614 1.718 -1.432 2.17 -1.22 0.72
H 0.190 -1.418 -5.926 -0.43 -1.23 1.13
H -0.066 -5.674 -2.074 -0.39 1.66 1.39
H 3.709 -9.599 2.287 -0.05 0.12 0.06
H 6.612 3.918 1.857 -0.14 0.01 0.11
H 2.071 4.896 -1.525 -1.96 -2.12 0.59
H 2.028 -9.457 1.684 0.01 0.09 0.09
C 1.294 2.745 -0.461 -2.22 0.74 -1.60
C 0.255 -1.445 -1.578 -1.41 2.07 -2.28
H 4.926 -2.845 1.631 -0.32 1.38 1.62
C 3.485 4.954 3.488 -0.14 -0.04 -0.09
O -0.090 -0.644 -10.562 -0.32 -0.46 0.70
H 1.042 -2.955 -9.294 -0.05 0.12 0.03
H 6.288 5.236 3.012 -0.08 -0.12 -0.01
H -0.356 5.443 -2.882 0.34 -2.38 1.72
H -6.012 6.766 1.649 -0.01 0.04 0.11
H -4.771 4.242 3.273 -0.07 -0.03 0.14
P 1.178 -2.661 -4.232 1.12 -5.80 -3.16
S -0.727 -1.317 -9.383 0.26 0.15 -0.60
H -1.047 -3.348 -10.645 0.03 0.13 0.06
S -0.573 -2.321 0.955 0.60 0.11 0.36
H 3.707 -0.125 2.779 -0.56 -2.50 -0.49
H 1.422 0.808 -2.623 0.56 -2.04 -1.35
H -1.359 -2.092 -3.037 0.90 -0.96 2.27
H 2.655 -7.160 0.650 -0.01 0.01 0.11
H 2.872 0.274 -5.282 0.47 -0.26 2.63
C 2.916 -0.186 0.159 1.26 4.14 -0.42
N 3.539 1.741 -3.849 0.48 -0.96 1.17
H 1.952 -4.278 5.518 -0.16 -0.01 0.08
H -2.067 -1.985 -1.364 2.59 -1.18 -0.85
C -1.049 -3.965 -1.882 -5.72 -5.58 -3.28
C -2.679 1.099 -1.025 -0.05 1.28 0.80
H -6.673 4.765 4.839 0.16 -0.22 0.07
C -6.900 7.112 2.184 0.03 -0.12 -0.06
S -6.440 7.695 3.833 0.17 -0.03 -0.04
H 5.097 -2.887 3.505 -0.81 1.66 -2.06
O -5.641 6.608 4.489 -0.10 0.43 -0.45
H 3.997 -0.384 -3.941 -2.03 0.63 -0.01
H 1.855 -3.499 -0.461 1.25 2.39 0.70
H -9.138 2.898 -1.737 0.13 -0.05 0.02
H -4.828 9.437 4.138 -0.14 -0.13 -0.05
H 3.045 -3.292 -2.477 -0.70 2.27 1.07
C 2.139 -5.268 5.941 -0.04 0.08 -0.09
H 4.170 1.653 -1.118 1.39 -2.07 -0.17
O 1.191 -4.242 -4.004 -0.98 5.73 0.12
H 4.008 5.596 4.200 0.02 -0.13 -0.05
H -4.124 2.615 2.936 -0.14 -0.05 0.11
C 0.550 -2.305 -8.566 0.03 -0.10 -0.02
H 2.809 -5.189 6.801 -0.08 -0.08 -0.03
H -2.912 0.943 0.135 0.47 -0.13 -2.54
N 4.396 -0.326 -0.039 0.30 1.31 0.01
H -0.867 -4.952 8.035 0.15 -0.06 -0.11
S 4.553 3.570 3.024 0.09 0.36 0.10
C -5.275 8.958 3.264 0.12 0.00 0.01
H -2.057 -3.310 -9.166 0.04 0.09 -0.02
C 3.065 0.292 -4.100 0.82 0.77 -2.20
H 2.599 -5.905 5.182 -0.05 -0.03 0.25
H 0.816 0.027 -4.207 1.81 -0.17 1.87
O -2.129 -4.568 -2.468 6.70 4.24 3.55
C -0.233 4.478 -2.200 0.44 -4.27 2.88
C 3.495 -1.299 2.769 0.75 0.07 1.59
H 4.960 -0.019 0.810 -1.63 -0.85 -1.12
C 2.825 -2.208 -2.020 0.51 -1.22 0.58
H -7.603 6.283 2.292 0.09 0.11 0.11
H -8.268 2.217 -3.136 0.09 0.05 0.17
H 3.126 2.119 -2.969 0.24 -0.46 -0.95
H -5.875 3.870 6.169 -0.02 -0.03 -0.11
C -4.584 3.252 3.696 0.04 0.09 -0.17
H 2.495 0.287 -0.819 0.56 -1.14 1.71
H -4.489 8.497 2.662 -0.10 -0.05 0.06
H 3.208 -1.503 3.917 0.20 0.44 -2.73
O -5.560 2.684 -2.023 -0.19 0.11 0.13
N 2.094 -1.425 0.440 0.47 -0.86 -0.19
H 3.637 -3.013 -0.091 -2.16 1.38 -0.05
C 0.111 1.625 -0.275 -1.56 4.04 -3.44
C -7.002 3.848 -0.093 0.09 0.13 -0.03
H -2.490 3.646 -2.537 2.46 -0.83 1.42
H 0.691 0.571 1.613 -1.10 -0.97 -2.24
C 3.336 -6.925 1.471 0.17 -0.03 -0.08
C 4.873 0.699 -1.092 1.13 0.86 0.41
C -8.208 2.931 -2.310 0.04 0.04 -0.16
H 0.848 -4.650 8.415 -0.03 -0.07 -0.08
H -2.519 -2.344 -10.591 0.16 0.07 0.12
C -1.678 -2.724 -10.007 -0.03 -0.08 -0.05
C -1.453 3.402 -1.999 3.21 -0.11 1.28
H 1.332 -1.246 2.584 1.43 -1.68 -2.20
C -1.073 -2.377 -1.906 -0.31 0.70 -0.87
H -8.049 3.935 -2.711 0.07 -0.08 0.07
Cl 2.282 -3.631 2.289 -1.02 1.93 -0.49
H 2.794 0.674 0.981 -0.40 -2.30 -1.54
H -6.206 3.784 0.653 -0.18 -0.16 -0.08
H 5.774 -1.414 2.521 -1.88 -1.66 0.09
H 3.363 -2.998 -4.859 -1.92 0.84 -1.03
H 5.930 1.115 -0.724 -2.30 -1.01 -0.81
O 2.584 -2.540 -5.333 -1.17 0.30 3.10
S 2.654 -7.559 3.022 0.15 -0.17 0.04
H 5.066 0.220 -2.141 -0.73 0.91 2.05
C -6.612 3.810 5.366 -0.24 0.00 -0.10
O -7.086 2.563 3.047 0.38 0.19 0.24
H 2.582 4.554 3.958 0.18 -0.04 -0.07
H 0.050 -3.755 7.084 0.02 -0.12 -0.05
C 2.599 -2.567 -0.399 1.24 -2.90 -3.49
H -6.918 4.795 -0.632 0.01 -0.12 -0.13
C 0.633 -1.165 -0.022 -2.56 -0.49 1.03
H -7.971 3.784 0.406 0.15 -0.13 0.01
H 3.828 -1.634 -2.202 -2.25 -0.68 0.45
S 0.579 -6.024 6.458 -0.12 0.17 -0.35
H 0.096 -2.905 -7.774 -0.02 0.01 -0.09
H -7.379 7.923 1.630 0.03 -0.02 0.11
S -6.823 2.464 -1.244 -0.10 0.18 0.08
O 3.694 -7.364 4.085 -0.22 -0.09 -0.55
O 3.862 2.815 1.927 0.02 -0.07 -0.10
H -5.809 9.707 2.675 -0.02 -0.09 0.08
H 1.287 -1.628 -8.129 -0.07 0.01 -0.13
H 3.207 5.526 2.600 0.07 -0.12 0.02
C 1.684 -0.069 -3.391 -0.86 0.83 0.11
C -1.308 2.010 -1.082 1.89 2.19 -0.89
C 0.095 0.285 0.614 -0.16 1.76 1.10
S -6.145 2.496 4.213 -0.18 0.14 -0.03
O -0.363 -5.957 5.292 0.45 0.15 0.45
```
Forces are in eV/Å.

Max |F| (hartree/bohr): 0.169
LUMO energy (eV): -2.372
HOMO (eV): -10.205
Total charge: +1